4 unconnected molecules or ions with the total composition C16H29N2O10 at a distorted geometry, computed with wB97M-V/def2-TZVPD.

Properties
F_max: 0.0944 Eh/bohr
net charge: +1
ΔE to the lowest compared entry with this formula, charge and spin: 42.4 kcal/mol
highest occupied orbital energy: -12.28 eV
LUMO energy: -3.77 eV
energy: -1488.67389 Ha
spin multiplicity: 1

Bonds (Å) are listed after each position.
CARTESIAN COORDINATES (ANGSTROEM)
1 C -2.3357 -7.4596 -2.6452  N2 1.513, H8 1.151, H9 1.150, H10 1.136
2 N -1.3833 -6.3435 -2.2752  C1 1.513, N3 1.396, H11 1.046, H12 1.047
3 N -0.4340 -6.6833 -1.3092  N2 1.396, C4 1.492, C5 1.475
4 C 0.3558 -7.8984 -1.6636  N3 1.492, H13 1.155, H14 1.152, H15 1.147
5 C 0.4015 -5.5355 -0.9087  N3 1.475, C6 1.588, O7 1.259
6 C 1.9661 -5.3772 -1.1326  C5 1.588, H16 1.146, H17 1.154, H18 1.145
7 O -0.2035 -4.5705 -0.3712  C5 1.259
8 H -2.4237 -8.1244 -1.7093  C1 1.151
9 H -1.8189 -8.1259 -3.4273  C1 1.150
10 H -3.3535 -7.0829 -2.9805  C1 1.136
11 H -0.9702 -5.9938 -3.1704  N2 1.046
12 H -1.9786 -5.5548 -1.9305  N2 1.047
13 H 0.6384 -7.8491 -2.7825  C4 1.155
14 H -0.2314 -8.8763 -1.4997  C4 1.152
15 H 1.3097 -8.0207 -1.0378  C4 1.147
16 H 2.4292 -6.1616 -1.8283  C6 1.146
17 H 2.5250 -5.4878 -0.1295  C6 1.154
18 H 2.2645 -4.3455 -1.5308  C6 1.145
19 C 0.7066 -0.8903 -2.3207  C20 1.514, H26 1.093, H27 1.092, H28 1.093
20 C 2.1545 -0.9552 -2.7574  C19 1.514, C21 1.501, O25 1.424, H29 1.097
21 C 3.1277 -0.9098 -1.6150  C20 1.501, O22 1.422, H30 1.092, H31 1.095
22 O 4.2807 -0.3373 -2.2194  C21 1.422, C23 1.365
23 C 3.8308 0.4458 -3.2425  O22 1.365, O24 1.194, O25 1.363
24 O 4.5020 1.2430 -3.8255  C23 1.194
25 O 2.5157 0.2014 -3.5064  C20 1.424, C23 1.363
26 H 0.4756 -1.6717 -1.5919  C19 1.093
27 H 0.4688 0.0830 -1.8865  C19 1.092
28 H 0.0466 -1.0158 -3.1829  C19 1.093
29 H 2.3207 -1.8347 -3.3907  C20 1.097
30 H 3.3497 -1.9016 -1.2167  C21 1.092
31 H 2.8069 -0.2592 -0.7948  C21 1.095
32 C 0.4358 4.8667 0.0747  C33 1.512, H39 1.085, H40 1.095, H41 1.091
33 C -0.4774 3.7280 0.4701  C32 1.512, C34 1.499, O38 1.429, H42 1.095
34 C 0.2309 2.6091 1.1735  C33 1.499, O35 1.426, H43 1.091, H44 1.095
35 O -0.5835 1.4839 0.8524  C34 1.426, C36 1.363
36 C -1.1671 1.7619 -0.3479  O35 1.363, O37 1.200, O38 1.359
37 O -1.7414 0.9534 -1.0229  C36 1.200
38 O -1.0084 3.0698 -0.6815  C33 1.429, C36 1.359
39 H 0.9880 5.2453 0.9289  C32 1.085
40 H 1.1452 4.5515 -0.6979  C32 1.095
41 H -0.1453 5.6853 -0.3515  C32 1.091
42 H -1.3175 4.1046 1.0620  C33 1.095
43 H 0.2787 2.7600 2.2529  C34 1.091
44 H 1.2413 2.4252 0.7932  C34 1.095
45 C -2.8456 7.4758 5.5503  C46 1.513, H52 1.092, H53 1.093, H54 1.093
46 C -2.4605 6.4512 4.5051  C45 1.513, C47 1.501, O51 1.427, H55 1.095
47 C -1.3630 5.5277 4.9462  C46 1.501, O48 1.425, H56 1.091, H57 1.095
48 O -0.7556 5.1654 3.7096  C47 1.425, C49 1.363
49 C -0.9654 6.2089 2.8576  O48 1.363, O50 1.199, O51 1.360
50 O -0.4076 6.3418 1.8043  C49 1.199
51 O -1.8833 7.0779 3.3603  C46 1.427, C49 1.360
52 H -3.1078 6.9977 6.4967  C45 1.092
53 H -2.0333 8.1869 5.7224  C45 1.093
54 H -3.7039 8.0593 5.2084  C45 1.093
55 H -3.3449 5.8943 4.1768  C46 1.095
56 H -1.7433 4.6472 5.4659  C47 1.091
57 H -0.6088 6.0144 5.5729  C47 1.095



2 unconnected molecules or ions with the total composition H3N3O2 at a distorted geometry, computed with wB97M-V/def2-TZVPD.

Properties
F_max: 0.0854 Eh/bohr
net charge: 0
structure (SMILES): [H]/N=N/[H].O=NO
ΔE to the lowest compared entry with this formula, charge and spin: 14.6 kcal/mol
highest occupied orbital energy: -9.78 eV
LUMO energy: -0.23 eV
energy: -316.38349 Ha
spin multiplicity: 1

Bonds (Å) are listed after each position.
CARTESIAN COORDINATES (ANGSTROEM)
1 H -1.5392 0.3221 1.2462  N2 1.057
2 N -1.2903 0.2272 0.2238  H1 1.057, N3 1.196
3 N -1.7087 -0.7931 -0.2385  N2 1.196, H4 0.946
4 H -1.3714 -0.8393 -1.1216  N3 0.946
5 O 2.9317 -0.2742 0.2032  N6 1.193
6 N 1.7405 -0.2161 0.2339  O5 1.193, O7 1.388
7 O 1.1173 0.8305 -0.4317  N6 1.388, H8 1.050
8 H 0.1200 0.7429 -0.1152  O7 1.050



2 unconnected molecules or ions with the total composition C3H10OS2 at a distorted geometry, computed with wB97M-V/def2-TZVPD.

Properties
F_max: 0.0441 Eh/bohr
net charge: 0
structure (SMILES): CCSSC.O
ΔE to the lowest compared entry with this formula, charge and spin: 9.6 kcal/mol
highest occupied orbital energy: -8.40 eV
LUMO energy: 0.77 eV
energy: -991.89632 Ha
spin multiplicity: 1

Bonds (Å) are listed after each position.
CARTESIAN COORDINATES (ANGSTROEM)
1 C -0.1504 -0.4402 -2.5081  C2 1.517, H6 1.095, H7 1.088, H8 1.093
2 C -1.4902 -0.1823 -1.8457  C1 1.517, S3 1.885, H9 1.084, H10 1.083
3 S -1.4027 -0.9254 -0.1150  C2 1.885, S4 2.050
4 S -1.4190 0.5418 1.3166  S3 2.050, C5 1.788
5 C 0.1368 1.4118 1.1747  S4 1.788, H11 1.092, H12 1.087, H13 1.091
6 H 0.1273 -1.4993 -2.5252  C1 1.095
7 H 0.7112 0.0391 -2.0486  C1 1.088
8 H -0.2659 -0.1860 -3.5653  C1 1.093
9 H -1.7293 0.8726 -1.7771  C2 1.084
10 H -2.2454 -0.8081 -2.3046  C2 1.083
11 H 0.4801 1.5642 2.1999  C5 1.092
12 H 0.9747 1.0064 0.6130  C5 1.087
13 H -0.0761 2.3915 0.7438  C5 1.091
14 O 2.1832 -0.8889 3.4838  H15 0.987, H16 0.934
15 H 2.2311 -1.3922 4.3311  O14 0.987
16 H 1.9347 -1.5049 2.8267  O14 0.934